Density functional theory data (ωB97M-V/def2-TZVPD) for 2 unconnected molecules or ions with the total composition C5H12N2O in a non-equilibrium geometry.

Geometry as XYZ:
```
20
Properties=species:S:1:pos:R:3:forces:R:3
H 0.58663 1.99630 -1.02416 0.0 -0.1 0.2
H -0.12381 1.35523 2.39669 0.2 0.2 0.3
N -0.25994 2.66754 0.76424 -0.4 0.0 0.3
H -0.37730 -0.83744 2.51515 -0.2 -0.2 0.4
C 0.16255 2.80045 -0.41015 0.3 0.5 -0.8
C -0.43458 -1.07648 1.46132 0.0 0.9 -0.1
H 0.26623 -1.60529 -0.92997 0.1 0.2 0.0
C 0.85690 -1.76854 1.07941 0.5 -0.1 -0.3
H 0.12461 3.78999 -0.88648 0.0 -0.3 0.2
H -1.18886 -0.60535 -3.57838 0.0 0.0 0.3
H -1.08960 0.88792 -3.45993 0.0 0.0 0.3
O -1.06837 0.09008 -2.91492 0.0 -0.1 -0.6
H -0.81461 0.10100 -0.31284 -0.1 0.7 -0.4
H -1.30423 -1.70227 1.28041 -0.1 -0.2 0.0
C -0.28137 1.38169 1.33229 0.0 0.3 -0.2
H 1.89173 -1.84100 -0.70564 -0.1 0.1 -0.2
C -0.56548 0.24551 0.72501 0.1 -1.5 0.1
N 0.96852 -2.03704 -0.35394 0.1 -0.5 0.1
H 0.96123 -2.71407 1.61793 -0.1 0.0 0.1
H 1.68975 -1.12824 1.40393 -0.1 0.0 0.0
```
Positions in Å, forces in eV/Å.

The energy is -10405.68604 eV. Its gap between HOMO and LUMO is 9.35 eV. As for the HOMO energy: -8.8795 eV.

Here are the Mulliken charges for atoms 1 to 6, given in e: H 0.262; H 0.354; N -0.489; H 0.347; C -0.318; C -0.983